*i*
{"formula": "C2H5BrOS", "method": "ωB97M-V/def2-TZVPD", "species": ["C", "C", "O", "S", "Br", "H", "H", "H", "H", "H"], "coordinates": [[0.6581, -0.5364, -0.5257], [0.5310, 0.3601, 0.6801], [-0.9012, 1.7979, -0.9687], [-1.0796, 1.3558, 0.4218], [-3.1661, -1.6157, 0.4853], [0.2765, -1.5291, -0.3763], [0.0631, 0.0082, -1.3260], [1.6960, -0.6706, -0.8467], [1.4962, 1.0305, 0.8042], [0.4260, -0.2007, 1.6521]], "e_homo_ev": [-10.499, -9.247], "gap_ev": [9.05, 5.74]}



*ii*
{"formula": "C2H5BrOS", "method": "ωB97M-V/def2-TZVPD", "species": ["C", "C", "O", "S", "Br", "H", "H", "H", "H", "H"], "coordinates": [[-0.9873, 0.0052, 1.1673], [0.5457, -0.0556, -1.3016], [1.9183, -0.4825, 0.8396], [1.0354, 0.5587, 0.4287], [-0.7447, 0.9525, -2.1079], [-1.8386, 0.3007, 0.6806], [-0.9602, 0.6447, 1.9839], [-0.7824, -1.0060, 1.2982], [1.4623, 0.3111, -1.7960], [0.3515, -1.2286, -1.1928]], "e_homo_ev": -9.302, "gap_ev": 9.77}



Which structure is the most stable? The one labeled *i*.



*i*
{"formula": "C25H35GeN3OSSnTe", "method": "ωB97M-V/def2-TZVPD", "species": ["Sn", "O", "N", "C", "C", "C", "C", "C", "S", "H", "H", "H", "H", "C", "Ge", "C", "C", "C", "H", "H", "H", "H", "H", "H", "H", "H", "H", "H", "Te", "C", "C", "C", "C", "C", "C", "C", "C", "C", "C", "C", "C", "H", "H", "H", "H", "H", "H", "H", "H", "H", "H", "N", "C", "C", "N", "C", "C", "H", "H", "H", "H", "H", "H", "H", "H", "H", "H", "H"], "coordinates": [[1.3243, 1.5960, -0.2178], [4.1999, 0.1926, -0.1335], [4.7274, 0.2356, 1.1593], [5.7642, -0.6656, 1.3604], [5.9552, -1.2690, 2.5655], [5.0636, -1.0178, 3.6267], [4.0092, -0.1128, 3.3987], [3.8128, 0.5185, 2.1932], [2.6527, 1.8118, 1.9965], [6.4196, -0.7874, 0.5093], [6.8104, -1.9222, 2.6890], [5.1857, -1.4979, 4.5879], [3.3229, 0.1436, 4.1961], [0.1290, 6.4187, -1.4905], [-0.0043, 4.4639, -1.7057], [0.5382, 4.0606, -3.5602], [-1.9395, 4.0513, -1.6770], [1.0340, 3.5748, -0.3856], [-0.4408, 6.9464, -2.2600], [1.1739, 6.7307, -1.5553], [-0.2529, 6.7135, -0.5104], [-0.1060, 4.5582, -4.2913], [0.4845, 2.9809, -3.7244], [1.5716, 4.3729, -3.7245], [-2.5039, 4.7909, -2.2531], [-2.3157, 4.0473, -0.6505], [-2.1264, 3.0699, -2.1226], [1.5390, 4.2486, 0.3076], [-2.2533, 0.5640, -0.3804], [-4.3670, 0.7680, -0.4858], [-5.1264, 0.8824, 0.6760], [-6.5078, 1.0063, 0.6042], [-7.1429, 1.0301, -0.6306], [-6.3917, 0.9298, -1.7928], [-5.0099, 0.7971, -1.7203], [-2.3765, -1.4494, 0.2586], [-2.6883, -2.4616, -0.6436], [-2.7227, -3.7850, -0.2270], [-2.4364, -4.1081, 1.0942], [-2.1252, -3.1012, 1.9972], [-2.0995, -1.7751, 1.5815], [-4.6339, 0.8768, 1.6411], [-7.0878, 1.0919, 1.5152], [-8.2201, 1.1307, -0.6863], [-6.8795, 0.9540, -2.7599], [-4.4263, 0.7205, -2.6301], [-2.8867, -2.2147, -1.6797], [-2.9646, -4.5668, -0.9376], [-2.4589, -5.1420, 1.4179], [-1.8975, -3.3451, 3.0282], [-1.8388, -0.9923, 2.2838], [3.5379, -2.7630, -0.0062], [2.8148, -2.9342, 1.2600], [1.4876, -2.1965, 1.1436], [0.6852, -2.6450, 0.0076], [1.4504, -2.6019, -1.2310], [2.7875, -3.3269, -1.1291], [4.4619, -3.1702, 0.0597], [3.8381, -0.7328, -0.1961], [3.4161, -2.5114, 2.0688], [2.6395, -4.0011, 1.4755], [1.7110, -1.1325, 1.0012], [0.8995, -2.2983, 2.0570], [0.3298, -3.5802, 0.1766], [1.6332, -1.5473, -1.4627], [0.8485, -3.0176, -2.0422], [3.3665, -3.1999, -2.0470], [2.6053, -4.4055, -0.9876]], "s_squared": 0.776, "multiplicity": 2, "e_homo_ev": [-2.756, -3.474], "charge": -1, "gap_ev": [5.10, 5.82]}



*ii*
{"formula": "C25H35GeN3OSSnTe", "method": "ωB97M-V/def2-TZVPD", "species": ["Sn", "O", "N", "C", "C", "C", "C", "C", "S", "H", "H", "H", "H", "C", "Ge", "C", "C", "C", "H", "H", "H", "H", "H", "H", "H", "H", "H", "H", "Te", "C", "C", "C", "C", "C", "C", "C", "C", "C", "C", "C", "C", "H", "H", "H", "H", "H", "H", "H", "H", "H", "H", "N", "C", "C", "N", "C", "C", "H", "H", "H", "H", "H", "H", "H", "H", "H", "H", "H"], "coordinates": [[0.0574, 0.0388, -0.6166], [-0.5337, -2.2012, -1.2979], [-0.3833, -3.0824, -0.3448], [-1.2324, -4.1278, -0.3312], [-1.1319, -5.1347, 0.5923], [-0.1276, -5.0729, 1.5539], [0.7180, -3.9951, 1.5463], [0.5974, -2.9632, 0.6010], [1.6466, -1.6005, 0.6062], [-1.9795, -4.0900, -1.1079], [-1.8319, -5.9575, 0.5530], [-0.0232, -5.8502, 2.2997], [1.5102, -3.9053, 2.2764], [1.9429, 2.0578, -4.9476], [0.8819, 2.0463, -3.2694], [-1.0117, 2.1033, -3.8690], [1.0766, 4.0079, -2.7533], [1.5168, 0.9362, -1.8706], [1.7329, 2.9666, -5.5206], [1.6920, 1.1927, -5.5696], [3.0150, 2.0205, -4.7343], [-1.1999, 2.9923, -4.4790], [-1.6827, 2.1181, -3.0042], [-1.2518, 1.2127, -4.4587], [0.8955, 4.6527, -3.6234], [2.1010, 4.2136, -2.4118], [0.3407, 4.3057, -1.9914], [2.2733, 0.2597, -2.2918], [-1.8607, -0.3655, 2.6726], [-3.3451, -0.6435, 4.2260], [-4.4440, 0.2057, 4.3081], [-5.3582, 0.0909, 5.3520], [-5.1878, -0.8831, 6.3258], [-4.0909, -1.7324, 6.2587], [-3.1749, -1.6072, 5.2197], [-0.7535, 0.9502, 3.8632], [-1.2813, 2.2227, 4.2655], [-0.5193, 3.0968, 5.0085], [0.8049, 2.7749, 5.3958], [1.3196, 1.4921, 5.0342], [0.5639, 0.6089, 4.2949], [-4.5897, 0.9597, 3.5411], [-6.2116, 0.7592, 5.4014], [-5.9080, -0.9838, 7.1304], [-3.9549, -2.4971, 7.0164], [-2.3166, -2.2681, 5.1751], [-2.2923, 2.5006, 3.9805], [-0.9443, 4.0523, 5.3037], [1.3922, 3.4662, 5.9882], [2.3237, 1.2070, 5.3342], [0.9837, -0.3478, 3.9951], [1.7882, 4.6595, 0.8740], [2.8667, 3.7407, 1.3764], [2.5025, 2.3316, 0.9339], [1.1643, 1.9331, 1.3443], [0.1345, 2.8950, 1.0062], [0.4709, 4.2925, 1.5023], [1.7022, 4.5033, -0.1317], [2.0231, 5.6348, 1.0286], [2.9023, 3.8454, 2.4621], [3.8181, 4.0526, 0.9412], [3.2310, 1.6216, 1.3310], [2.5212, 2.2272, -0.1656], [1.1186, 1.6655, 2.3190], [-0.8170, 2.5737, 1.4252], [0.0381, 2.9303, -0.0899], [0.5899, 4.3009, 2.5868], [-0.2821, 5.0238, 1.2060]], "s_squared": 0.760, "multiplicity": 2, "e_homo_ev": [-0.657, -3.101], "charge": -1, "gap_ev": [2.63, 4.95]}



Which structure is the most stable? The one labeled *i*.